# 1
Computed, not measured: an isolated molecule of C2H2ClN3O in a non-equilibrium geometry, with ωB97M-V/def2-TZVPD.

Last column: Mulliken charge in e.
Geometry (Å):
C  1.044  1.287  0.037  0.095
C  -0.910  0.200  -0.110  0.609
N  -0.377  1.365  0.021  -0.478
N  1.695  0.239  0.202  -0.380
N  -0.179  -0.882  -0.329  -0.253
O  -0.468  -2.122  0.254  -0.303
Cl  -2.646  0.157  -0.080  -0.133
H  1.420  2.225  -0.130  0.445
H  0.421  -2.470  0.135  0.398

Its total energy is -21141.2194 eV. The strongest force on any atom comes out at 3.110 eV Å⁻¹.



# 2
Computed, not measured: an isolated molecule of C2H2ClN3O2S in a non-equilibrium geometry, with ωB97M-V/def2-TZVPD.

Last column: Mulliken charge in e.
Geometry (Å):
C  2.433  0.142  0.226  0.230
C  0.286  0.122  -0.768  0.205
N  1.598  0.296  -0.939  -0.481
N  2.116  -0.125  1.402  -0.149
N  -0.294  -0.155  0.367  -0.439
O  -2.450  0.535  1.607  -0.450
O  -2.395  0.660  -0.819  -0.534
S  -1.960  -0.019  0.384  0.959
Cl  -2.422  -2.079  0.149  -0.171
H  3.541  0.355  -0.030  0.326
H  -0.453  0.269  -1.580  0.504

Its total energy is -34024.0007 eV. The strongest force on any atom comes out at 1.712 eV Å⁻¹.



# 3
Computed, not measured: a structure of composition C2H2ClNO3 in a non-equilibrium geometry, with ωB97M-V/def2-TZVPD.

Last column: Mulliken charge in e.
Geometry (Å):
C  0.667  1.530  0.124  0.642
C  0.584  0.201  0.067  -0.206
N  2.198  -0.879  0.460  -0.139
O  1.044  2.623  0.472  -0.599
O  1.953  -2.114  0.626  -0.612
O  0.388  0.962  -1.171  -0.458
Cl  -9.330  -0.948  -0.228  -1.000
H  -0.247  -0.543  0.154  0.255
H  2.743  -0.832  -0.502  0.117

As for the total charge: -2. Its total energy is -22257.3565 eV. The strongest force on any atom comes out at 5.490 eV Å⁻¹.



# 4
Computed, not measured: a cluster of 3 separate species, C2H2ClNS in total in a non-equilibrium geometry, with ωB97M-V/def2-TZVPD.

Last column: Mulliken charge in e.
Geometry (Å):
C  -0.252  -1.208  0.743  0.457
C  -0.669  -0.031  0.224  -0.076
N  0.214  -2.156  1.157  -0.243
S  -0.187  1.535  0.759  -0.011
Cl  -2.115  -0.103  -0.860  -0.111
H  1.903  1.095  -1.117  0.260
H  1.106  0.869  -0.906  -0.276

Its total energy is -26950.7616 eV. The strongest force on any atom comes out at 7.101 eV Å⁻¹.



- strongest force on any atom of number 4 (C2H2ClNS)?
  7.101 eV Å⁻¹